Below is 3 unconnected molecules or ions with the total composition C34H30ClFI2O4P, with properties calculated with the ωB97M-V functional and the def2-TZVPD basis.

Results
**Net charge**: -1
**Kohn-Sham gap**: 0.13631 Ha
**DFT total energy**: -3111.3871 a.u.
**Max |F|**: 2.76 eV/A
**E_LUMO**: -0.22 eV
**E_HOMO**: -3.92 eV

```
73
Properties=species:S:1:pos:R:3:forces:R:3
C 9.112 0.814 4.468 0.092 0.332 -0.488
C 9.291 2.356 4.246 -0.114 -0.014 1.615
F 8.823 2.767 2.970 0.360 -0.494 0.551
C 8.580 3.242 5.353 0.317 -0.014 -1.037
P 6.729 2.756 5.630 0.904 -0.615 -1.737
Cl 6.802 3.588 7.655 2.304 0.527 1.425
C 4.866 2.223 5.831 -0.255 -0.613 -0.473
I 3.997 3.501 7.410 -2.273 -0.587 -0.882
C 4.050 2.298 4.496 -1.161 1.061 1.284
C 2.474 2.195 4.698 0.947 -0.102 -1.113
I 4.533 0.626 3.142 0.045 0.518 0.405
H 8.048 0.488 4.449 0.769 0.399 -0.002
H 9.536 0.566 5.473 -0.262 0.152 -0.857
H 9.658 0.256 3.663 -0.329 0.414 0.731
H 10.391 2.575 4.286 -0.778 -0.105 -0.359
H 8.547 4.278 4.910 0.182 -0.781 0.633
H 9.165 3.248 6.307 -0.414 -0.077 -0.839
H 7.101 1.492 6.221 0.096 0.067 0.116
H 6.737 2.209 4.297 -0.337 -0.024 0.061
H 6.324 4.051 5.126 -0.351 0.060 0.251
H 4.852 1.160 6.199 -0.161 1.064 -0.017
H 4.290 3.260 3.973 0.036 -1.003 0.202
H 2.290 1.199 5.160 -0.275 0.867 -0.167
H 2.018 2.235 3.678 0.162 -0.276 0.807
H 2.065 3.053 5.274 0.482 -0.768 -0.110
C -2.723 0.543 -1.569 -0.023 -0.020 0.081
C -1.451 0.993 -1.221 -0.068 -0.063 0.156
C -1.027 0.930 0.099 0.040 0.053 -0.216
C -1.879 0.427 1.080 -0.133 0.025 -0.279
C -3.162 -0.001 0.736 0.143 0.068 -0.163
C -3.577 0.048 -0.593 0.088 0.069 -0.186
C -4.097 -0.494 1.777 -0.619 -0.208 -0.178
O -5.215 -0.872 1.476 0.150 0.043 0.041
C -3.648 -0.510 3.190 0.055 0.012 0.246
C -4.532 -0.915 4.188 -0.012 -0.036 0.236
C -4.117 -0.945 5.512 0.059 0.029 -0.160
C -2.816 -0.580 5.845 -0.017 0.012 -0.146
C -1.933 -0.170 4.855 -0.043 -0.029 0.196
C -2.350 -0.125 3.527 -0.210 -0.109 0.216
C -1.409 0.348 2.484 0.745 0.220 0.186
O -0.275 0.670 2.776 -0.178 -0.035 -0.056
H -3.049 0.584 -2.602 0.003 -0.015 0.043
H -0.790 1.390 -1.981 -0.021 -0.027 0.039
H -0.036 1.275 0.365 -0.077 -0.084 0.146
H -4.567 -0.296 -0.867 0.019 0.008 0.168
H -5.545 -1.203 3.933 0.098 0.031 -0.145
H -4.808 -1.256 6.287 0.028 0.010 -0.041
H -2.491 -0.611 6.878 -0.001 0.010 -0.054
H -0.922 0.118 5.119 -0.030 0.031 -0.174
C -4.835 -4.352 -4.327 0.027 0.066 -0.102
C -4.736 -5.352 -5.292 0.044 0.134 -0.087
C -4.373 -5.031 -6.592 -0.058 -0.129 0.172
C -4.117 -3.706 -6.936 -0.088 -0.043 0.232
C -4.239 -2.701 -5.975 -0.041 -0.246 0.071
C -4.587 -3.030 -4.667 -0.053 -0.155 0.097
C -4.017 -1.281 -6.337 -0.058 0.469 0.517
O -4.119 -0.405 -5.498 0.025 -0.080 -0.099
C -3.677 -0.945 -7.740 0.045 0.082 -0.271
C -3.521 0.389 -8.110 0.049 0.126 -0.174
C -3.190 0.712 -9.418 -0.022 -0.125 0.091
C -3.004 -0.295 -10.361 -0.037 -0.080 0.122
C -3.163 -1.625 -9.999 0.026 0.178 -0.118
C -3.509 -1.954 -8.690 0.040 0.245 -0.073
C -3.711 -3.376 -8.324 0.089 -0.555 -0.478
O -3.553 -4.257 -9.148 -0.032 0.143 0.111
H -5.110 -4.606 -3.310 0.019 0.025 -0.044
H -4.942 -6.382 -5.028 0.022 0.046 -0.013
H -4.292 -5.811 -7.338 0.057 0.155 -0.060
H -4.670 -2.255 -3.915 0.031 0.057 -0.149
H -3.662 1.176 -7.379 -0.005 -0.162 0.074
H -3.074 1.751 -9.704 0.000 -0.047 0.025
H -2.738 -0.041 -11.380 -0.011 -0.017 0.048
H -3.022 -2.406 -10.737 -0.052 -0.066 0.156
```
Positions in Å, forces in eV/Å.

Löwdin population analysis, charges in e, atoms 1 to 5:
1. C -0.09
2. C -0.42
3. F -0.09
4. C -0.36
5. P 0.16